Record 1
13
Properties=species:S:1:pos:R:3 method="wB97M-V/def2-TZVPD" multiplicity=1 total_charge=+1 de_lowest_kcal_mol=112.4 e_tot_ha=-625.79304 homo_lumo_gap_ev="7.00 / 7.24"
C -0.56958 -0.56190 0.89538
C 1.03778 -0.89214 -0.29670
C 0.27901 0.43602 0.06684
N 0.13430 -1.58652 0.60091
N -0.26387 1.19575 -0.95024
S -2.95264 -0.47168 2.24109
H 0.92883 -1.18996 -1.33730
H 2.08324 -0.92504 0.01132
H 0.85734 1.05198 0.75574
H 0.09022 -2.55440 0.89628
H -2.76995 0.82424 2.49774
H -0.90983 0.74911 -1.58289
H -0.48945 2.15842 -0.75596

=====

Record 2
13
Properties=species:S:1:pos:R:3 method="wB97M-V/def2-TZVPD" multiplicity=3 total_charge=+1 de_lowest_kcal_mol=51.2 e_tot_ha=-625.77190 homo_lumo_gap_ev="7.28 / 7.77"
C 1.03359 -1.14580 0.42073
C 0.31953 1.00745 0.27809
C -0.57582 0.08919 -0.53855
N 1.18964 0.04193 0.94285
N 0.10588 -1.15627 -0.51379
S -2.28929 -0.11329 0.01015
H 1.59000 -2.01891 0.72314
H 0.92653 1.68723 -0.32852
H -0.24979 1.59819 0.99948
H -0.92552 0.62850 -2.27364
H 1.81710 0.27994 1.69591
H -0.23089 -1.97463 -1.00177
H -2.71098 1.07646 -0.41409

=====

Record 3
13
Properties=species:S:1:pos:R:3 method="wB97M-V/def2-TZVPD" multiplicity=3 total_charge=+1 de_lowest_kcal_mol=130.4 e_tot_ha=-625.64571 homo_lumo_gap_ev="5.66 / 5.69"
C -1.45835 -1.05783 -0.10601
C -0.09760 -0.86160 -0.07404
C -2.04422 0.20272 -0.03820
N -1.21956 1.20877 0.18808
N 2.58401 0.21820 0.05461
S 0.44544 0.73899 0.23882
H -1.99948 -1.94170 -0.08633
H 0.44871 -1.76436 -0.02441
H -3.77215 0.95085 -0.46243
H -1.53524 2.05424 0.48361
H 3.35172 0.18860 0.72188
H 2.98348 0.75714 -0.73313
H 2.31324 -0.69403 -0.16246

=====

Record 4
13
Properties=species:S:1:pos:R:3 method="wB97M-V/def2-TZVPD" multiplicity=1 smiles="[H]/N=C(/N)N1CC1" de_lowest_kcal_mol=86.6 e_tot_ha=-282.63632 homo_lumo_gap_ev=9.92
H 0.77051 -0.11450 -1.98631
N 0.18951 -0.88227 -1.75198
C -0.41048 -0.59855 -0.59316
N -1.13919 -1.51992 0.21373
N -0.55606 0.44961 -0.03241
C 0.24653 0.67809 1.12180
C 0.51155 1.37085 -0.14226
H -1.10582 -2.49783 -0.20002
H -1.74086 -1.28643 0.90156
H -0.02086 0.98259 2.13838
H 1.14397 -0.03325 1.30970
H 1.46961 0.97401 -0.61318
H 0.64159 2.47759 -0.36585

=====

Record 5
13
Properties=species:S:1:pos:R:3 method="wB97M-V/def2-TZVPD" multiplicity=1 de_lowest_kcal_mol=114.1 e_tot_ha=-282.59240 homo_lumo_gap_ev="7.51 / 7.51"
C -0.49560 -0.07648 0.14208
N -0.58128 -1.48175 0.04848
N -1.76017 0.52399 0.20136
C 0.59259 0.73954 0.61217
C 1.02756 0.50307 -0.72011
N 1.90860 -0.52450 -0.41946
H -0.95309 -1.87020 0.91059
H 0.35564 -1.85114 -0.10972
H -2.48425 -0.04053 -0.22094
H -1.80196 1.47575 -0.13212
H 2.67962 -0.13126 0.12362
H 0.54900 1.65782 1.20564
H 0.96332 1.07570 -1.64159

=====

Record 6
13
Properties=species:S:1:pos:R:3 method="wB97M-V/def2-TZVPD" multiplicity=1 de_lowest_kcal_mol=92.8 e_tot_ha=-282.62639 homo_lumo_gap_ev=9.72
H -2.63016 -0.57844 0.23664
N -1.81962 -0.99522 0.02844
C -0.79304 -0.12169 -0.01494
N -0.85332 1.27994 -0.22547
N 0.48341 -0.60149 0.18959
C 1.54227 -0.32715 -0.76308
C 1.41466 0.18474 0.69807
H -1.80233 1.64084 -0.12948
H -0.19848 2.20910 -0.04918
H 2.24719 -1.06698 -0.84301
H 1.75255 0.52468 -1.41079
H 1.71867 -0.23835 1.64147
H 1.25587 1.31118 1.08602

=====

Record 7
13
Properties=species:S:1:pos:R:3 method="wB97M-V/def2-TZVPD" multiplicity=1 de_lowest_kcal_mol=101.4 e_tot_ha=-282.61259 homo_lumo_gap_ev="8.38 / 9.20"
C 1.50706 -1.06524 -0.06138
C 0.12874 -0.47876 -0.69169
C -0.83203 1.57552 0.19090
N 2.29829 0.06547 0.30305
N 2.03014 1.17774 0.08532
N -0.00235 0.86018 -0.87886
H 1.37904 -1.65978 0.87420
H 1.91312 -1.82533 -0.82808
H 0.03045 -0.91293 -1.80282
H -0.64606 -0.95832 -0.04717
H -1.18686 1.01887 1.14490
H -0.17057 2.34515 0.45660
H -1.62992 2.04641 -0.17911

=====

Record 8
14
Properties=species:S:1:pos:R:3 method="wB97M-V/def2-TZVPD" multiplicity=1 de_lowest_kcal_mol=83.2 e_tot_ha=-357.91735 homo_lumo_gap_ev=7.71
C -1.68754 1.53591 0.72871
N -0.80337 0.56224 1.43835
C 0.12785 -0.43562 0.79755
O 0.53742 -1.34501 1.46283
N 0.41730 -0.21433 -0.49037
C 1.24313 -1.01228 -1.27738
N 1.46561 -0.72782 -2.48730
H -2.20856 0.88024 0.02410
H -1.01606 2.22102 0.20893
H -1.55270 0.11654 2.02006
H -0.22926 1.11134 2.08018
H -0.02398 0.59330 -0.87244
H 1.64170 -1.85916 -0.74023
H 2.08846 -1.42639 -2.89299

=====

Record 9
14
Properties=species:S:1:pos:R:3 method="wB97M-V/def2-TZVPD" multiplicity=1 de_lowest_kcal_mol=60.5 e_tot_ha=-357.95344 homo_lumo_gap_ev=9.66
C 1.80611 1.00423 -0.54645
N 1.72051 -0.41528 -0.79101
C 1.09235 -1.28028 -0.23054
N 0.47607 -2.27984 0.19157
C -1.29146 0.14705 0.24099
O -1.90763 -0.95145 0.65903
N -2.16684 1.15242 0.21098
H 2.52569 1.21686 0.25138
H 0.81600 1.36881 -0.25059
H 2.14408 1.50071 -1.45919
H -1.22767 -1.66319 0.60763
H 1.01910 -2.89122 0.78985
H -1.85870 2.04915 -0.12496
H -3.14762 1.04202 0.45132

=====

Record 10
14
Properties=species:S:1:pos:R:3 method="wB97M-V/def2-TZVPD" multiplicity=1 de_lowest_kcal_mol=94.3 e_tot_ha=-357.89955 homo_lumo_gap_ev=9.82
H -1.44067 -0.48123 -2.05621
N -2.16448 -0.11769 -1.39318
C -1.57666 0.15538 -0.31474
N -0.20466 0.05314 -0.05076
C 0.68743 -0.66299 -0.81196
N 1.93646 -0.35592 -0.94471
H 2.42836 -0.92713 -1.64652
O 0.10145 0.79869 1.07240
C 0.88827 0.23707 2.06791
H -2.14622 0.47887 0.61065
H 0.07275 -1.46054 -1.32214
H 1.29931 1.21678 2.51219
H 0.28207 -0.28463 2.78236
H 1.72737 -0.36512 1.61372

=====

Record 11
14
Properties=species:S:1:pos:R:3 method="wB97M-V/def2-TZVPD" multiplicity=1 smiles="[H]/N=C/NC(=O)NC" de_lowest_kcal_mol=3.0 e_tot_ha=-358.04502 homo_lumo_gap_ev=10.43
H 2.35313 2.08497 -2.66665
N 2.31102 1.28776 -2.03638
C 1.11198 1.08757 -1.67072
N 0.81856 0.04197 -0.80962
C -0.37430 0.01821 -0.08605
O -1.27410 0.81565 -0.28894
N -0.42186 -0.96192 0.86264
C -1.47124 -0.99132 1.85827
H 0.22457 1.65786 -1.95201
H 1.62970 -0.45957 -0.47236
H 0.32299 -1.63756 0.91927
H -2.04132 -0.06647 1.75871
H -1.03777 -1.03825 2.86292
H -2.15137 -1.83888 1.72092

=====

Record 12
14
Properties=species:S:1:pos:R:3 method="wB97M-V/def2-TZVPD" multiplicity=1 de_lowest_kcal_mol=8.8 e_tot_ha=-358.03592 homo_lumo_gap_ev=10.53
C -0.49931 2.11343 0.10592
N -0.13166 0.85493 -0.53237
C 0.02780 -0.17565 0.20641
N -0.11917 -0.26818 1.57924
C 0.54278 -1.46696 -0.42838
N 0.08763 -1.80774 -1.64921
O 1.38314 -2.14582 0.15029
H 0.35235 2.64125 0.57295
H -1.25512 1.96643 0.88895
H -0.89959 2.79826 -0.64997
H 0.21335 -1.15995 1.92749
H 0.29910 0.49176 2.09917
H -0.68272 -1.38061 -2.14053
H 0.68141 -2.46113 -2.12997

=====

Record 13
14
Properties=species:S:1:pos:R:3 method="wB97M-V/def2-TZVPD" multiplicity=1 de_lowest_kcal_mol=63.1 e_tot_ha=-357.94929 homo_lumo_gap_ev=9.67
C 1.74260 1.03656 -0.52177
N 1.64634 -0.37411 -0.78729
C 0.95921 -1.21428 -0.24810
N 0.40223 -2.25757 0.16300
C -1.23667 0.04714 0.26801
O -1.89057 -0.98494 0.76765
N -2.04028 1.10161 0.15820
H 2.48884 1.24175 0.25393
H 0.76589 1.40079 -0.18080
H 2.04662 1.55309 -1.43539
H -1.22651 -1.72090 0.73403
H 1.03451 -2.84922 0.68967
H -1.66347 1.94055 -0.24987
H -3.02876 1.07955 0.38872

=====

Record 14
14
Properties=species:S:1:pos:R:3 method="wB97M-V/def2-TZVPD" multiplicity=1 smiles="[H]/N=C/NC(=O)NC" de_lowest_kcal_mol=40.7 e_tot_ha=-357.98509 homo_lumo_gap_ev=9.98
H 2.18863 -3.14254 -1.23079
N 2.08511 -2.39761 -0.55017
C 0.91675 -1.90871 -0.61469
N 0.57710 -0.88974 0.24286
C -0.54491 -0.10695 0.04408
O -1.44431 -0.37809 -0.72692
N -0.43535 1.04541 0.75051
C -1.12985 2.26311 0.30996
H 0.10068 -2.17565 -1.29130
H 1.33420 -0.50811 0.79234
H -0.00402 1.08564 1.65797
H -1.40582 2.15379 -0.75013
H -0.36215 3.07961 0.28799
H -1.87606 1.87984 1.07829

=====

Record 15
14
Properties=species:S:1:pos:R:3 method="wB97M-V/def2-TZVPD" multiplicity=1 de_lowest_kcal_mol=122.7 e_tot_ha=-357.85440 homo_lumo_gap_ev=8.04
C 1.14367 -0.76529 0.51769
C -0.32044 -0.77895 0.40909
C 1.84087 0.12454 -0.20264
N -0.99673 1.42917 0.24423
N -1.17892 0.16166 0.13233
N -2.37843 -0.32899 -0.27456
O 3.28520 0.17459 -0.09674
H 1.62679 -1.53359 1.11001
H -0.78089 -1.73459 0.76310
H 1.38874 0.83764 -0.88277
H -1.75775 1.79475 -0.30728
H -3.17097 0.33459 -0.38538
H -2.10668 -0.91117 -1.07618
H 3.40553 1.19564 0.04912

=====

Record 16
14
Properties=species:S:1:pos:R:3 method="wB97M-V/def2-TZVPD" multiplicity=1 de_lowest_kcal_mol=141.2 e_tot_ha=-357.82480 homo_lumo_gap_ev=7.62
C 0.20166 1.37592 -0.43215
C -0.66819 0.18747 -0.29471
N -1.66798 -0.19256 -1.16057
C 1.22481 0.32460 -0.09319
O 1.54000 -1.56051 1.27303
N 0.87773 -0.28862 1.17187
N -0.52138 -0.56230 0.87707
H 1.93452 -1.49761 2.15361
H -1.55067 0.00471 -2.14582
H -2.15630 -1.06332 -0.99574
H -1.18368 -0.33764 1.62452
H 0.27943 1.77952 -1.43908
H 0.04499 2.16271 0.31273
H 1.64507 -0.33239 -0.85157

=====

Record 17
14
Properties=species:S:1:pos:R:3 method="wB97M-V/def2-TZVPD" multiplicity=1 de_lowest_kcal_mol=57.5 e_tot_ha=-357.95829 homo_lumo_gap_ev=9.49
C 1.69915 1.05697 -0.52213
N 1.54552 -0.36992 -0.65236
C 0.54879 -0.94349 -0.14570
N 0.18528 -2.15317 0.24264
C -1.18191 -0.12284 0.26101
O -1.86493 -1.03581 0.76917
N -1.85454 1.04238 0.11930
H 2.45922 1.28294 0.23906
H 0.75786 1.52439 -0.19481
H 2.02814 1.52436 -1.45669
H -0.93214 -1.96095 0.65777
H 0.92581 -2.78152 0.55856
H -1.48127 1.88396 -0.27912
H -2.83498 1.05270 0.40330

=====

Record 18
14
Properties=species:S:1:pos:R:3 method="wB97M-V/def2-TZVPD" multiplicity=1 smiles="ON1C=NNCC1" de_lowest_kcal_mol=105.1 e_tot_ha=-357.88232 homo_lumo_gap_ev=9.24
O 1.94412 -0.41261 -0.67265
N 0.94749 -0.50302 0.35894
C 0.07352 -1.57056 0.12334
N -1.21018 -1.50443 -0.05787
N -1.70560 -0.22171 -0.35670
C -0.79427 0.86889 -0.45206
C 0.31577 0.81491 0.57323
H 2.75499 0.04312 -0.10646
H 0.61965 -2.49194 0.08348
H -2.48181 0.00069 0.46353
H -1.38298 1.79475 -0.49813
H -0.21469 0.76335 -1.43641
H 1.10821 1.59641 0.36668
H 0.02578 0.82215 1.61108